{"formula": "C4H5CdO5", "method": "ωB97M-V/def2-TZVPD", "orbital_gap_ev": [4.96, 8.78], "e_above_lowest_kcal_mol": 0.00, "charge": 2, "lumo_ev": [-11.45, -11.45], "e_homo_ev": [-16.41, -20.23], "multiplicity": 2, "symbols": ["O", "C", "O", "O", "Cd", "C", "C", "H", "H", "H", "H", "O", "C", "O", "H"], "positions_angstrom": [[0.54451, -0.57144, 0.02231], [0.24989, 0.54676, -0.68779], [-0.77202, 0.65146, -1.35164], [1.03336, 1.52485, -0.47575], [-2.18400, -0.65932, -1.55905], [1.92455, 1.60952, 0.71387], [1.19047, 1.38756, 1.97522], [2.73954, 0.89673, 0.55609], [2.30211, 2.63497, 0.62268], [0.28813, 1.96590, 2.17501], [1.62707, 0.76505, 2.75458], [-1.51571, -1.50626, 0.14568], [-0.38102, -1.39794, 0.59061], [0.15281, -2.32898, 1.29659], [1.12319, -2.30913, 1.32897]]}



{"formula": "C19H28Cl16F3NO7P2SSi2", "method": "ωB97M-V/def2-TZVPD", "orbital_gap_ev": 7.79, "lumo_ev": -0.32, "e_homo_ev": -8.11, "symbols": ["C", "C", "C", "Si", "O", "Si", "C", "C", "C", "N", "C", "C", "C", "C", "C", "C", "C", "O", "C", "O", "C", "F", "F", "F", "P", "O", "O", "P", "O", "O", "S", "H", "H", "H", "H", "H", "H", "H", "H", "H", "H", "H", "H", "H", "H", "H", "H", "H", "H", "H", "H", "H", "H", "H", "H", "H", "H", "H", "H", "C", "Cl", "Cl", "Cl", "Cl", "C", "Cl", "Cl", "Cl", "Cl", "C", "Cl", "Cl", "Cl", "Cl", "C", "Cl", "Cl", "Cl", "Cl"], "positions_angstrom": [[-0.96480, 0.38973, 5.27201], [-0.74096, 0.57815, 3.65548], [0.48035, -0.38708, 3.04536], [0.10307, -2.26686, 3.21231], [1.38707, -3.34181, 2.68815], [2.40973, -2.62734, 1.45216], [1.46592, -1.88501, -0.05945], [2.42105, -0.99039, -1.07752], [2.13964, 0.62146, -0.94291], [1.64919, 1.09704, -2.30330], [0.14432, 0.80042, -2.47244], [-0.55445, 2.30607, -2.67189], [-0.48955, 3.48607, -1.52189], [-1.16111, 4.97780, -1.80184], [-1.90406, 5.30514, -3.25003], [-2.01084, 4.12167, -4.38506], [-1.33397, 2.65700, -4.07162], [-1.39590, 1.61986, -5.11289], [3.46606, -4.11541, 0.72308], [4.82333, -4.18867, 1.28431], [5.84807, -3.98066, 0.22983], [5.78920, -4.96073, -0.87917], [7.18975, -4.16068, 0.88550], [5.69233, -2.55435, -0.20760], [3.81210, -1.21214, 2.37392], [4.49320, -0.08425, 1.23645], [5.01174, -1.98644, 3.36940], [-1.84803, -2.86783, 2.30258], [-2.28343, -4.39247, 3.07544], [-3.12894, -1.72637, 2.59951], [-1.73732, -3.21815, 0.39256], [-2.08101, 0.02485, 5.48025], [-0.17782, -0.34748, 5.78009], [-0.87567, 1.47589, 5.75518], [-1.71919, 0.42993, 3.01703], [-0.38336, 1.69423, 3.42864], [1.44044, -0.09806, 3.68955], [0.66178, -0.00367, 1.95479], [-0.07719, -2.52133, 4.66471], [1.10880, -2.81812, -0.71234], [0.49381, -1.28981, 0.20327], [2.18149, -1.31728, -2.19728], [3.52757, -1.30561, -0.85812], [1.30339, 0.87196, -0.13891], [3.10032, 1.24017, -0.68039], [1.79027, 2.14693, -2.41163], [0.07264, 0.16467, -3.47924], [-0.29201, 0.21416, -1.55796], [0.05728, 3.26457, -0.50830], [-1.09190, 5.85194, -0.99828], [-2.37301, 6.35335, -3.53275], [-2.54942, 4.24252, -5.43615], [-2.11918, 0.97948, -4.79230], [2.83669, -5.09814, 0.97335], [3.43762, -4.03809, -0.46436], [4.23094, 0.83269, 1.60155], [5.88547, -1.90259, 2.84594], [-1.49768, -4.99691, 2.82691], [-3.51151, -1.45297, 1.69199], [-4.79250, -0.84570, -5.01127], [-3.63788, -0.55581, -3.68570], [-5.52741, -2.45715, -4.81704], [-6.06806, 0.39758, -4.97035], [-3.93675, -0.76746, -6.57204], [2.84865, 6.42522, -2.22027], [3.86965, 6.30743, -3.67561], [2.03535, 8.01025, -2.19200], [1.62512, 5.13032, -2.24678], [3.86438, 6.25289, -0.76665], [-2.39063, 4.46129, 4.82093], [-1.36963, 4.34350, 3.36559], [-3.20393, 6.04632, 4.84920], [-3.61416, 3.16639, 4.79442], [-1.37490, 4.28895, 6.27455], [-6.09594, -5.96301, -2.22654], [-6.62453, -5.84496, -3.92389], [-4.53529, -6.81910, -2.14866], [-5.91010, -4.32643, -1.54719], [-7.31378, -6.86156, -1.28636]]}



{"formula": "C12H20N4O4", "method": "ωB97M-V/def2-TZVPD", "smiles": "CNC(=O)[C@H]1CCCN1C(=O)[C@@H](CC(N)=O)NC(C)=O", "orbital_gap_ev": 9.83, "e_above_lowest_kcal_mol": 63.02, "lumo_ev": 0.59, "e_homo_ev": -9.24, "symbols": ["O", "O", "O", "O", "C", "C", "C", "C", "N", "N", "N", "N", "C", "C", "C", "C", "C", "C", "C", "C", "H", "H", "H", "H", "H", "H", "H", "H", "H", "H", "H", "H", "H", "H", "H", "H", "H", "H", "H", "H"], "positions_angstrom": [[-0.03804, -4.31144, -0.60366], [-3.28011, -1.35131, -0.79797], [1.65346, 0.11561, 0.24559], [0.43607, 4.42413, 0.34471], [0.92547, -3.63430, -0.65225], [-2.34824, -1.98396, -1.20622], [0.40227, -0.05197, 0.28590], [0.82642, 3.32158, 0.29604], [-2.57844, -3.26131, -1.28232], [1.74895, 2.88002, -0.58851], [0.89155, -2.29763, -0.42306], [-0.33671, 1.02784, 0.83525], [2.20062, -4.24269, -1.05962], [2.72098, 3.68106, -1.32261], [-1.61784, 0.79395, 1.29828], [-1.76235, 1.71236, 2.47044], [-1.08187, -1.28293, -1.40330], [-1.07474, 2.93081, 1.89229], [-0.20948, -1.43116, -0.14036], [0.18698, 2.35056, 1.39142], [-1.81323, -3.87132, -1.34018], [-3.47512, -3.60107, -1.00100], [1.99210, 1.87090, -0.43265], [1.76506, -1.75567, -0.36034], [2.52042, -4.03475, -2.06560], [2.10712, -5.32839, -0.85235], [3.05523, -3.96017, -0.54989], [3.66151, 3.13870, -1.30654], [2.27510, 3.77506, -2.22147], [2.68416, 4.65735, -0.81114], [-2.26392, 0.95413, 0.49238], [-1.72905, -0.27196, 1.63683], [-1.36994, 1.36731, 3.38929], [-2.79570, 2.13504, 2.53962], [-0.51516, -1.67972, -2.21119], [-1.31646, -0.19654, -1.45568], [-1.87024, 3.31668, 1.25720], [-0.77090, 3.61786, 2.67480], [-0.63908, -1.79846, 0.75966], [0.83313, 2.27584, 2.27822]]}



{"formula": "C8H28O10", "method": "ωB97M-V/def2-TZVPD", "smiles": "OCCO.OCCO.OCCO.OCCO.O.O", "orbital_gap_ev": 9.90, "e_above_lowest_kcal_mol": 15.29, "lumo_ev": -0.16, "e_homo_ev": -10.06, "symbols": ["O", "H", "H", "O", "H", "H", "C", "C", "O", "O", "H", "H", "H", "H", "H", "H", "C", "C", "O", "O", "H", "H", "H", "H", "H", "H", "C", "C", "O", "O", "H", "H", "H", "H", "H", "H", "C", "C", "O", "O", "H", "H", "H", "H", "H", "H"], "positions_angstrom": [[18.20109, -17.75608, 5.23805], [18.38637, -16.88037, 5.58874], [18.38951, -17.68223, 4.28550], [18.96837, -17.16190, 2.54685], [18.19597, -16.68695, 2.21180], [19.50340, -17.33878, 1.76171], [17.06638, -12.98000, 2.80723], [16.14316, -14.17695, 3.07296], [16.67642, -15.25634, 2.30602], [16.84693, -12.52249, 1.48632], [18.10721, -13.27892, 2.95896], [16.81921, -12.18526, 3.50716], [15.16139, -13.90457, 2.67822], [16.05193, -14.44533, 4.12926], [15.98573, -15.88492, 2.08287], [16.98843, -13.26934, 0.89158], [17.48376, -17.35124, -0.97556], [17.86833, -16.09866, -1.72318], [17.13678, -14.94916, -1.28673], [16.13022, -17.75932, -1.25621], [17.61254, -17.30415, 0.10644], [18.07304, -18.18186, -1.36759], [17.69758, -16.21493, -2.79663], [18.92838, -15.88831, -1.57177], [16.31816, -15.21957, -0.86528], [15.53887, -17.43787, -0.57155], [18.49354, -20.61089, 1.69758], [16.97080, -20.56551, 1.85046], [16.68245, -20.92117, 3.20192], [18.87008, -20.22589, 0.38761], [18.85362, -21.59799, 1.99331], [18.84912, -19.90744, 2.45786], [16.48170, -21.32182, 1.23380], [16.63392, -19.56671, 1.56998], [16.06797, -20.28792, 3.58018], [19.34251, -20.96320, -0.00480], [21.84673, -15.18904, 1.01308], [21.68123, -14.12558, 2.09768], [21.18930, -12.89455, 1.59300], [20.58509, -15.66152, 0.52410], [22.43718, -16.04739, 1.32206], [22.37112, -14.72858, 0.16476], [22.65523, -13.89039, 2.52677], [21.05090, -14.53718, 2.89295], [20.36107, -13.03186, 1.12345], [20.07014, -14.91426, 0.20904]]}



{"formula": "C17H30FIN5OPS", "method": "ωB97M-V/def2-TZVPD", "smiles": "C[C@@H](I)Cc1c([C@@H](C)F)ccc2nsnc12.CN(C)P(=O)(N(C)C)N(C)C", "orbital_gap_ev": 6.14, "lumo_ev": -1.77, "e_homo_ev": -7.91, "symbols": ["C", "C", "I", "C", "C", "C", "C", "C", "F", "C", "C", "C", "N", "S", "N", "C", "H", "H", "H", "H", "H", "H", "H", "H", "H", "H", "H", "H", "O", "P", "N", "C", "C", "N", "C", "C", "N", "C", "C", "H", "H", "H", "H", "H", "H", "H", "H", "H", "H", "H", "H", "H", "H", "H", "H", "H", "H"], "positions_angstrom": [[5.85449, -3.62597, 1.99657], [4.45420, -4.08383, 1.27340], [4.39162, -6.28163, 1.32294], [3.10295, -3.35550, 1.87729], [2.09374, -2.93921, 0.62849], [0.59973, -3.64936, 0.38155], [0.02634, -4.78723, 1.41325], [-1.41831, -5.44068, 0.99684], [0.96776, -5.95161, 1.61053], [-0.21881, -3.07499, -0.95338], [0.41423, -1.89556, -1.95450], [1.87645, -1.18898, -1.69674], [2.61571, -0.11952, -2.48343], [4.13850, 0.13546, -1.60570], [3.99450, -0.99854, -0.26320], [2.67979, -1.74564, -0.38003], [5.73728, -2.82950, 2.84658], [6.37539, -4.60520, 2.43020], [6.59382, -3.24503, 1.14406], [4.54361, -3.76072, 0.13031], [2.55106, -3.99833, 2.69600], [3.41510, -2.33144, 2.40254], [-0.11267, -4.33320, 2.50837], [-2.01064, -5.62034, 2.01345], [-1.29339, -6.52797, 0.52113], [-2.09238, -4.77041, 0.31459], [-1.27347, -3.48837, -1.24694], [-0.22745, -1.56021, -2.88186], [-2.99074, 1.19441, -0.73045], [-2.08236, 2.39711, -1.08523], [-1.21085, 2.32954, 0.35500], [-1.65153, 2.71645, 1.67961], [-0.24236, 1.23424, 0.44233], [-3.37984, 3.50883, -1.09687], [-3.69182, 4.48384, -0.07036], [-4.65683, 2.99649, -1.62941], [-1.03810, 3.77972, -1.49307], [-0.20660, 4.61170, -0.64182], [-1.26662, 4.38185, -2.80313], [-0.78021, 2.95068, 2.30722], [-2.24420, 1.94238, 2.17298], [-2.21575, 3.64554, 1.68510], [0.59556, 1.43373, -0.23752], [-0.69097, 0.27923, 0.16268], [0.18791, 1.11750, 1.44375], [-4.12510, 4.01788, 0.81771], [-4.42346, 5.21256, -0.44437], [-2.83639, 5.09048, 0.20877], [-5.20617, 2.42926, -0.87510], [-4.47993, 2.35214, -2.49756], [-5.29647, 3.81517, -1.97967], [-0.78368, 5.18758, 0.08424], [0.37407, 5.33747, -1.22407], [0.54484, 4.02346, -0.10573], [-1.93058, 5.24886, -2.73012], [-1.72363, 3.65821, -3.48743], [-0.32735, 4.69719, -3.26979]]}